No. 1
# C9H16O5

The molecule C9H16O5 (wB97M-V/def2-TZVPD, OMol25).

Last column: Mulliken charge in e.
Cartesian coordinates (Å):
C: 0.5114 -0.8322 1.2170  -0.211
C: -0.7399 -0.3482 -0.8899  -0.562
C: 0.3749 1.1626 -0.0074  0.332
C: -0.7699 -1.1309 0.3613  1.583
C: 0.5533 0.3629 -1.3453  1.218
C: 0.5175 -1.5203 2.5934  -1.374
C: -0.8231 -2.6816 0.0710  -1.662
C: 0.3394 1.2757 -2.5590  -1.558
C: 0.1509 2.6579 0.1540  -1.043
O: 0.4575 0.5545 1.3264  -0.443
O: -1.9729 0.0176 -1.3409  -0.653
O: -2.0282 -0.7149 1.0738  -0.667
O: 1.6776 -0.5841 -1.5752  -0.521
O: 0.9288 3.5334 -0.7000  -0.512
H: 1.3829 -1.0494 0.5368  0.563
H: -0.2872 -1.2131 3.2771  0.267
H: 1.5600 -1.4329 3.0372  0.376
H: 0.3791 -2.6263 2.4591  0.368
H: -1.6712 -2.8012 -0.5708  0.388
H: -0.8641 -3.2313 1.0096  0.333
H: 0.2554 -2.8786 -0.3091  0.314
H: -0.3660 2.0212 -2.2201  0.331
H: -0.1975 0.6144 -3.1959  0.438
H: 1.2823 1.8330 -2.7384  0.385
H: 0.2579 2.9073 1.2588  0.354
H: -0.8861 2.8344 -0.0174  0.348
H: -2.5935 -0.2608 -0.5852  0.504
H: -1.6759 -0.1085 1.7977  0.414
H: 2.3937 -0.0437 -1.6871  0.358
H: 1.8528 3.6829 -0.4314  0.329

Calculated values
energy relative to the best compared isomer or geometry (same formula, charge and spin)	0.0	kJ/mol



No. 2
# C4H8NO4S2

A structure of composition C4H8NO4S2 (wB97M-V/def2-TZVPD, OMol25).

Last column: Mulliken charge in e.
Cartesian coordinates (Å):
C: -0.8346 -0.4796 -0.4856  -0.153
C: -0.3197 1.5050 0.3560  -0.172
C: -1.2221 -2.1123 2.1054  -0.923
C: 1.1324 2.1775 -2.2188  -0.938
N: -1.3465 0.5401 0.1517  -0.354
O: 0.5256 -2.5230 0.0155  -0.592
O: 0.7991 -0.5802 1.4200  -0.541
O: 0.3834 -0.2848 -1.1690  -0.392
O: 2.3714 0.9496 -0.3820  -0.537
S: -0.0486 -1.5306 0.8836  1.319
S: 1.0142 1.0811 -0.7185  1.083
H: -1.4721 -1.2873 -0.9743  0.537
H: -0.3058 2.2241 1.1389  0.425
H: -0.8264 -3.0032 2.5735  0.380
H: -1.1476 -1.3844 2.9169  0.384
H: -2.3090 -2.3207 1.7901  0.344
H: 2.1385 2.1500 -2.4229  0.402
H: 0.6638 1.6137 -2.9621  0.378
H: 0.8039 3.2651 -2.0184  0.351

Calculated values
energy relative to the best compared isomer or geometry (same formula, charge and spin)	0.0	kJ/mol
charge	+1



No. 3
# C23H43BF3IN2NbO3

A structure of composition C23H43BF3IN2NbO3 (wB97M-V/def2-TZVPD, OMol25).

Last column: Mulliken charge in e.
Cartesian coordinates (Å):
C: -3.3165 1.3096 -1.8075  -0.202
C: -2.4867 1.1014 -0.9450  -0.337
Nb: -0.7602 0.3000 0.2988  -0.073
O: 0.7396 -0.4524 1.4687  -0.869
C: 0.2452 -0.6673 -1.5232  -1.203
C: -0.3744 -0.1871 -2.8763  0.430
C: 0.4515 -0.6442 -4.1097  -0.805
C: -0.1751 -0.2816 -5.5052  -0.724
C: -1.5748 0.3553 -5.4680  -0.444
O: -1.5207 1.7612 -5.1888  -0.345
C: -2.8199 2.3135 -5.3659  -0.799
C: 0.4752 2.1929 -0.0885  -0.837
C: 1.2287 2.7735 1.1548  -0.240
C: 2.7071 3.0375 0.9089  0.702
F: 3.2530 3.5881 2.0497  -0.254
F: 2.9416 3.8881 -0.0963  -0.265
F: 3.3592 1.8669 0.7318  -0.257
C: -1.7985 1.0812 2.1764  -1.039
C: -2.0886 2.6162 2.1934  -0.053
C: -3.6288 2.9247 2.3627  -1.016
I: -1.1305 3.4544 3.9949  -0.078
B: -1.9080 -1.7316 0.6124  0.597
C: -2.8595 -2.4406 -0.4697  -0.980
O: -1.7759 -2.3961 1.8759  -0.642
H: -4.1203 1.3041 -2.5272  0.446
H: 0.5997 -0.1552 2.3796  0.279
H: 1.3384 -0.4678 -1.4913  0.488
H: 0.1546 -1.7780 -1.5037  0.487
H: -0.4455 0.9135 -2.9097  0.286
H: -1.3703 -0.6548 -2.9380  -0.120
H: 1.4821 -0.2404 -4.1016  0.272
H: 0.5349 -1.7481 -4.0422  0.291
H: 0.4630 0.4040 -6.0940  0.284
H: -0.2719 -1.2165 -6.0915  0.299
H: -2.0179 0.2409 -6.4869  0.455
H: -2.2820 -0.1293 -4.7704  0.368
H: -3.6094 1.5444 -5.4516  0.347
H: -3.0721 2.9511 -4.5012  0.272
H: -2.8580 2.9316 -6.2844  0.267
H: 1.2356 1.9159 -0.8511  0.505
H: -0.1777 2.9465 -0.5781  0.225
H: 0.7595 3.7463 1.3952  0.205
H: 1.0591 2.1110 2.0169  0.114
H: -1.2639 0.7859 3.0985  0.458
H: -2.7826 0.5674 2.2424  0.366
H: -1.7734 3.1536 1.2886  0.258
H: -4.2461 2.0331 2.1807  0.249
H: -3.8241 3.2379 3.4039  0.383
H: -3.9196 3.7863 1.7363  0.282
H: -2.3891 -2.5359 -1.4625  0.218
H: -3.1166 -3.4563 -0.0887  0.169
H: -3.8000 -1.8557 -0.5200  0.306
H: -2.5500 -2.2032 2.4241  0.272
C: -0.6783 -6.4288 -0.3817  -1.160
C: -1.7176 -7.3527 0.2418  -0.387
C: -2.2075 -8.4415 -0.7192  -0.397
C: -2.8437 -7.8430 -1.9097  0.242
N: -3.3373 -7.3771 -2.8330  -0.421
H: -1.0880 -5.8790 -1.2306  0.341
H: -0.3399 -5.6926 0.3480  0.289
H: 0.1926 -6.9928 -0.7258  0.371
H: -2.5657 -6.7551 0.5835  0.278
H: -1.2866 -7.8316 1.1241  0.301
H: -2.9359 -9.0836 -0.2217  0.276
H: -1.3736 -9.0661 -1.0448  0.275
C: 7.6373 3.9900 4.8923  -1.142
C: 6.4047 3.1783 4.5079  -0.452
C: 5.0963 3.8242 4.9717  -0.181
C: 5.0809 3.9510 6.4433  0.179
N: 5.0794 4.0505 7.5853  -0.443
H: 7.7396 4.0749 5.9759  0.338
H: 8.5420 3.5093 4.5167  0.332
H: 7.5897 4.9976 4.4724  0.301
H: 6.4905 2.1759 4.9337  0.305
H: 6.3747 3.0645 3.4226  0.308
H: 4.2460 3.2165 4.6606  0.196
H: 4.9809 4.8152 4.5299  0.253

Calculated values
DFT total energy	-52146.9856	eV
charge	-1



No. 4
# C49H43BrN5O6SSiTi

A structure of composition C49H43BrN5O6SSiTi (wB97M-V/def2-TZVPD, OMol25).

Last column: Mulliken spin population.
Cartesian coordinates (Å):
Ti: -0.3410 -1.2220 0.1911  0.016
O: 1.0596 1.8288 3.5034  0.008
C: -0.1483 2.2313 3.0074  0.031
O: 0.1420 0.1097 1.9722  0.012
C: 0.0665 1.9017 0.4815  0.017
C: 0.3314 3.2039 0.1211  -0.004
C: 0.6045 3.4630 -1.2187  0.003
C: 0.5304 2.4358 -2.1447  -0.001
C: 0.2581 1.1595 -1.6837  0.005
N: 0.0949 0.9025 -0.3962  -0.001
C: -0.0509 -0.0354 -2.5532  0.001
O: 0.0449 0.0342 -3.7598  0.003
O: -0.4518 -1.0475 -1.8499  0.010
H: 1.2765 2.3114 4.3083  0.000
H: 0.2948 3.9917 0.8613  -0.002
H: 0.8264 4.4730 -1.5379  0.000
H: 0.6416 2.5945 -3.2065  0.000
C: 3.7564 1.4733 -4.1329  0.000
C: 4.3346 1.1040 -2.7761  0.000
N: 3.9986 -0.2597 -2.3855  0.000
C: 4.3034 -1.3163 -3.3568  0.000
C: 3.0845 -1.8598 -4.0852  0.000
C: 3.6064 -0.5753 -1.1400  0.000
S: 3.5064 0.5138 0.1408  0.000
N: 3.4764 -1.9366 -0.9643  0.000
C: 2.4624 -2.5284 -0.4620  0.000
O: 1.3147 -1.9700 -0.1660  0.010
C: 2.5425 -3.9949 -0.2142  -0.001
C: 3.5948 -4.7353 -0.7481  0.000
C: 3.6847 -6.0931 -0.4960  0.000
C: 2.7330 -6.7192 0.3004  0.000
C: 1.6877 -5.9845 0.8390  0.000
C: 1.5877 -4.6258 0.5762  0.006
H: 3.9848 2.5190 -4.3444  0.000
H: 2.6760 1.3419 -4.1423  0.000
H: 4.1744 0.8772 -4.9447  0.000
H: 3.9480 1.7628 -2.0028  0.000
H: 5.4253 1.2097 -2.7794  0.000
H: 4.8153 -2.1187 -2.8266  0.000
H: 5.0125 -0.8890 -4.0668  0.000
H: 2.4096 -2.3571 -3.3887  0.000
H: 3.3960 -2.5854 -4.8378  0.000
H: 2.5227 -1.0651 -4.5765  0.000
H: 4.3327 -4.2311 -1.3570  0.000
H: 4.5003 -6.6662 -0.9176  0.000
H: 2.8118 -7.7793 0.5055  0.000
H: 0.9510 -6.4612 1.4733  0.000
H: 0.7808 -4.0458 1.0038  0.000
Br: -2.4421 5.5441 3.8030  0.005
C: -2.0772 3.8055 3.1119  0.096
C: -0.8030 3.2771 3.5210  -0.034
C: -0.4683 1.3841 1.8035  0.000
C: -1.9454 1.0714 1.5265  -0.212
C: -2.9763 1.9311 1.7279  0.224
C: -3.0134 3.2240 2.3440  -0.047
N: -2.0602 -0.1209 0.8457  0.114
C: -3.2343 -0.6926 0.5470  0.395
C: -3.2047 -1.9211 -0.1464  -0.010
C: -4.3524 -2.6213 -0.5717  0.093
C: -4.2076 -3.8019 -1.2502  -0.010
C: -2.9241 -4.3033 -1.5141  0.127
C: -1.8404 -3.5795 -1.0774  -0.036
N: -1.9727 -2.4350 -0.4020  0.123
H: -0.3151 3.7966 4.3396  -0.002
H: 1.0190 0.1985 2.3860  -0.005
H: -3.9258 1.6324 1.3035  0.024
H: -3.9255 3.7827 2.1780  -0.002
H: -4.1814 -0.2792 0.8671  0.039
H: -5.3294 -2.2056 -0.3656  0.001
H: -5.0813 -4.3422 -1.5907  0.000
H: -2.7756 -5.2290 -2.0496  0.005
H: -0.8256 -3.9154 -1.2553  0.009
O: -0.5519 -2.2834 1.7109  -0.018
Si: -0.4637 -2.5599 3.3117  0.005
C: 1.2892 -2.3768 3.9581  -0.001
C: 1.5717 -2.3985 5.3280  0.000
C: 2.8658 -2.2338 5.8000  0.000
C: 3.9117 -2.0360 4.9074  0.000
C: 3.6575 -2.0132 3.5444  0.000
C: 2.3606 -2.1921 3.0803  0.007
C: -1.1559 -4.2772 3.5974  0.004
C: -1.0936 -4.9135 4.8392  0.000
C: -1.6524 -6.1677 5.0328  0.000
C: -2.2997 -6.8087 3.9843  0.000
C: -2.3857 -6.1888 2.7469  0.001
C: -1.8164 -4.9355 2.5584  -0.002
C: -1.5754 -1.2996 4.1487  -0.016
C: -2.9338 -1.3181 3.8167  0.011
C: -3.7981 -0.3323 4.2681  0.008
C: -3.3198 0.6944 5.0727  0.004
C: -1.9794 0.7235 5.4256  -0.011
C: -1.1177 -0.2647 4.9641  0.008
H: 0.7687 -2.5340 6.0456  0.000
H: 3.0592 -2.2544 6.8654  0.000
H: 4.9209 -1.9000 5.2753  0.000
H: 4.4581 -1.8525 2.8333  0.000
H: 2.1919 -2.1801 2.0110  -0.005
H: -0.5978 -4.4288 5.6734  0.000
H: -1.5865 -6.6462 6.0020  0.000
H: -2.7392 -7.7867 4.1352  0.000
H: -2.8964 -6.6792 1.9267  0.000
H: -1.8915 -4.4545 1.5893  -0.002
H: -3.3201 -2.1132 3.1857  -0.007
H: -4.8462 -0.3628 3.9947  0.005
H: -3.9904 1.4695 5.4224  -0.002
H: -1.6034 1.5222 6.0537  -0.002
H: -0.0662 -0.2156 5.2266  0.001

Calculated values
2S+1	2
energy relative to the best compared isomer or geometry (same formula, charge and spin)	217.7	kJ/mol



No. 5
# CH3NOS2

A cluster of 2 separate species, CH3NOS2 in total (wB97M-V/def2-TZVPD, OMol25).

Last column: Mulliken charge in e.
Cartesian coordinates (Å):
C: 1.9080 0.1455 0.3212  -0.249
N: -2.4663 0.1539 -0.8920  -0.443
O: -0.8508 -0.8127 0.7946  -0.507
S: 1.3945 1.6273 -0.0469  -0.223
S: -1.5498 0.3628 0.2926  0.600
H: -2.5953 -0.7265 -1.3714  0.283
H: 2.9558 -0.1244 0.2801  0.263
H: 1.2038 -0.6260 0.6218  0.277

Calculated values
energy relative to the best compared isomer or geometry (same formula, charge and spin)	123.2	kJ/mol



No. 6
# C56H45OP3PtSi

A structure of composition C56H45OP3PtSi (wB97M-V/def2-TZVPD, OMol25).

Last column: Mulliken charge in e.
Cartesian coordinates (Å):
Pt: 0.0554 -0.1434 -0.2115  2.895
C: 1.7491 0.3207 3.1741  -1.397
Si: 0.1726 0.1283 2.1594  1.092
C: -0.7895 -1.3198 2.9335  0.894
C: -0.6968 -1.7261 4.2673  -0.711
C: -1.4426 -2.7926 4.7459  -0.831
C: -2.3078 -3.4725 3.8982  -0.810
C: -2.4213 -3.0835 2.5737  -0.725
C: -1.6607 -2.0196 2.0945  -0.327
P: -1.7561 -1.4481 0.3599  2.029
C: -2.0281 -2.9893 -0.5820  0.101
C: -3.2811 -3.5858 -0.7061  -0.626
C: -3.4183 -4.8006 -1.3609  -0.870
C: -2.3037 -5.4335 -1.8945  -0.710
C: -1.0534 -4.8452 -1.7753  -0.969
C: -0.9182 -3.6264 -1.1282  0.525
C: -3.3759 -0.6142 0.2959  0.288
C: -4.0139 -0.4589 -0.9349  -0.846
C: -5.2001 0.2520 -1.0206  -0.636
C: -5.7545 0.8255 0.1169  -0.735
C: -5.1190 0.6830 1.3410  -0.667
C: -3.9361 -0.0386 1.4330  -0.908
C: -0.9486 1.6301 2.5317  1.026
C: -1.4852 1.8827 3.7948  -0.597
C: -2.4295 2.8808 3.9908  -0.935
C: -2.8565 3.6490 2.9136  -0.905
C: -2.3146 3.4357 1.6536  -0.912
C: -1.3636 2.4359 1.4683  0.021
P: -0.5218 2.1122 -0.1169  1.715
C: 0.9043 3.2483 -0.0495  -0.244
C: 1.2482 3.9992 1.0683  -0.359
C: 2.4131 4.7620 1.0661  -0.698
C: 3.2261 4.7947 -0.0547  -0.693
C: 2.8789 4.0593 -1.1825  -0.606
C: 1.7316 3.2858 -1.1760  -0.354
C: -1.5382 2.9225 -1.3901  0.282
C: -2.2960 2.1244 -2.2372  0.139
C: -3.1099 2.7014 -3.2025  -0.886
C: -3.1640 4.0802 -3.3311  -0.714
C: -2.3958 4.8850 -2.4972  -0.732
C: -1.5826 4.3097 -1.5339  -0.457
H: 1.5441 0.2304 4.2431  0.594
H: 2.1941 1.3047 3.0114  0.309
H: 2.5007 -0.4253 2.9082  0.309
H: -0.0242 -1.2121 4.9441  0.379
H: -1.3460 -3.0997 5.7800  0.415
H: -2.8854 -4.3103 4.2670  0.417
H: -3.0878 -3.6216 1.9118  0.444
H: -4.1580 -3.0978 -0.2978  0.485
H: -4.3977 -5.2517 -1.4561  0.428
H: -2.4122 -6.3797 -2.4090  0.393
H: -0.1788 -5.3260 -2.1950  0.506
H: 0.0536 -3.1559 -1.0516  -0.022
H: -3.5646 -0.8888 -1.8243  0.391
H: -5.6913 0.3645 -1.9792  0.459
H: -6.6793 1.3836 0.0467  0.395
H: -5.5402 1.1354 2.2297  0.455
H: -3.4432 -0.1404 2.3926  0.247
H: -1.1813 1.2696 4.6368  0.362
H: -2.8448 3.0515 4.9764  0.407
H: -3.6134 4.4106 3.0533  0.399
H: -2.6507 4.0355 0.8172  0.426
H: 0.6249 3.9723 1.9527  0.473
H: 2.6795 5.3328 1.9469  0.450
H: 4.1311 5.3891 -0.0521  0.406
H: 3.5135 4.0736 -2.0593  0.473
H: 1.4847 2.6795 -2.0427  0.347
H: -2.2300 1.0504 -2.1548  -0.554
H: -3.6914 2.0679 -3.8602  0.524
H: -3.7938 4.5316 -4.0870  0.390
H: -2.4271 5.9620 -2.6014  0.433
H: -0.9769 4.9422 -0.8950  0.478
O: -1.1408 -0.6826 -2.9188  -0.643
C: -0.1255 -0.4529 -2.2890  -1.290
C: 1.1788 -0.3676 -3.0770  0.535
C: 1.1706 -0.2176 -4.4577  -0.580
C: 2.3641 -0.0438 -5.1411  -0.821
C: 3.5716 -0.0353 -4.4516  -0.677
C: 3.5898 -0.2216 -3.0755  -1.011
C: 2.3919 -0.3936 -2.3918  0.006
P: 2.2169 -0.7213 -0.6109  2.416
C: 3.7450 -0.0765 0.1492  -0.122
C: 3.7739 1.2077 0.6801  0.804
C: 4.9411 1.7172 1.2296  -1.002
C: 6.0919 0.9442 1.2596  -0.872
C: 6.0730 -0.3423 0.7389  -0.703
C: 4.9063 -0.8507 0.1882  -0.913
C: 2.4624 -2.5330 -0.4844  -0.680
C: 2.1768 -3.1295 0.7451  0.172
C: 2.2758 -4.4995 0.9053  -0.641
C: 2.6441 -5.2998 -0.1713  -0.637
C: 2.9201 -4.7176 -1.3976  -0.885
C: 2.8379 -3.3370 -1.5537  0.192
H: 0.2166 -0.2145 -4.9702  0.540
H: 2.3580 0.0980 -6.2146  0.388
H: 4.4998 0.1157 -4.9879  0.434
H: 4.5307 -0.2280 -2.5378  0.473
H: 2.8770 1.8133 0.6721  0.312
H: 4.9429 2.7193 1.6381  0.467
H: 7.0013 1.3395 1.6937  0.401
H: 6.9653 -0.9541 0.7667  0.428
H: 4.8969 -1.8594 -0.2041  0.463
H: 1.8393 -2.5132 1.5720  0.044
H: 2.0452 -4.9474 1.8633  0.473
H: 2.7040 -6.3738 -0.0530  0.365
H: 3.2008 -5.3345 -2.2418  0.435
H: 3.0523 -2.8956 -2.5191  0.364

Calculated values
DFT total energy	-99845.7960	eV